# 1
One molecule with the formula C8H8 at a distorted geometry. Source: the OMol25 dataset; level of theory: the ωB97M-V functional and the def2-TZVPD basis.

Summary:
energy = -309.51492 hartree
highest occupied orbital energy = -8.33 eV
lowest unoccupied orbital energy = 0.8 eV
largest force on an atom = 3.4 eV/Å

Atoms and positions in Å:
C1 -0.0121 2.2402 0.0288
C2 -0.4750 0.7914 -0.0280
C3 -1.7315 0.4328 -0.0392
C4 -1.8468 -1.0985 0.0793
C5 -0.4515 -1.5796 -0.1062
C6 0.3227 -0.4414 -0.0091
C7 1.7621 -0.4631 0.0567
C8 2.9658 -0.4113 0.0324
H1 0.0318 2.7500 0.9865
H2 0.8965 2.2613 -0.7085
H3 -0.8101 2.8829 -0.4541
H4 -2.6278 0.9777 -0.1835
H5 -2.1616 -1.3181 1.1283
H6 -2.5328 -1.6208 -0.5841
H7 -0.0418 -2.5726 -0.1867
H8 4.0433 -0.1829 -0.0859

Mulliken atomic charge list, values in e, 5 entries: -1.05, 0.35, -0.73, -0.46, -0.87

=====

# 2
A 6-piece molecular cluster, C43H36F9N3O21S overall. Source: the OMol25 dataset; level of theory: the ωB97M-V functional and the def2-TZVPD basis.

Summary:
energy = -4701.38856 hartree
highest occupied orbital energy = -9.60 eV
lowest unoccupied orbital energy = -1.9 eV
largest force on an atom = 0.7 eV/Å

Atoms and positions in Å:
N1 2.4358 -0.8799 3.5742
C1 2.8295 -0.8115 2.5014
C2 3.3259 -0.7137 1.1167
C3 2.2732 -1.2253 0.1021
C4 0.7992 -0.9610 0.4388
C5 0.1245 -2.0658 1.2858
C6 -0.4650 -1.6151 2.6360
C7 -1.9794 -1.6618 2.7811
F1 -2.5899 -2.3714 1.8027
F2 -2.2964 -2.2824 3.9402
C8 -2.7369 -0.3040 2.9118
F3 -4.0215 -0.5323 3.0950
F4 -2.2551 0.3268 3.9766
S1 -2.6037 0.9157 1.4528
F5 -1.1606 1.3754 1.9627
F6 -1.9100 -0.1820 0.5174
F7 -4.0207 0.4831 0.8821
F8 -3.2921 2.0340 2.3406
F9 -2.4771 1.9585 0.2689
C9 3.8448 0.7115 0.7931
C10 4.7737 1.1672 1.8485
N2 5.4974 1.5110 2.6665
C11 2.7162 1.7426 0.5859
C12 3.2129 3.1862 0.3332
C13 2.4476 4.1847 1.2029
N3 1.4117 4.9564 0.5876
O1 2.6929 4.3008 2.3688
H1 4.1883 -1.3841 1.0425
H2 2.4295 -2.3020 -0.0346
H3 2.5135 -0.7665 -0.8661
H4 0.6941 0.0015 0.9500
H5 0.2595 -0.8614 -0.5092
H6 0.8675 -2.8438 1.4969
H7 -0.6466 -2.5517 0.6850
H8 -0.1128 -0.6125 2.8953
H9 -0.0899 -2.2606 3.4358
H10 4.4480 0.6174 -0.1195
H11 2.0823 1.7229 1.4819
H12 2.1131 1.4094 -0.2645
H13 3.0855 3.4475 -0.7218
H14 4.2752 3.2780 0.5768
H15 1.0091 4.4422 -0.1919
H16 1.8270 5.8056 0.2077
C14 2.2852 10.7978 0.4815
C15 2.4106 9.5933 -0.0909
C16 3.1238 8.4450 0.5898
O2 3.1601 7.3870 -0.0250
C17 3.7081 8.6492 1.8893
C18 3.5865 9.8565 2.4647
C19 2.8583 11.0058 1.7945
O3 2.8054 12.0492 2.4184
O4 4.0749 10.1620 3.6519
O5 1.9321 9.2894 -1.2887
H17 1.7754 11.6227 0.0047
H18 4.2147 7.8210 2.3646
H19 3.8307 11.0955 3.8182
H20 2.1738 8.3563 -1.4498
C20 5.4052 -6.1237 0.3415
C21 5.4732 -4.8323 -0.0041
C22 5.9389 -3.7579 0.9509
O6 5.9340 -2.6137 0.5185
C23 6.3235 -4.1299 2.2891
C24 6.2639 -5.4254 2.6395
C25 5.8035 -6.5073 1.6802
O7 5.7950 -7.6453 2.1091
O8 6.5897 -5.8824 3.8339
O9 5.1237 -4.3729 -1.1999
H21 5.0566 -6.8892 -0.3365
H22 6.6442 -3.3535 2.9696
H23 6.4514 -6.8511 3.8071
H24 5.2907 -3.4098 -1.1888
C26 -5.9084 -2.6438 -2.3451
C27 -5.4139 -2.5550 -1.1018
C28 -6.2756 -2.1849 0.0890
O10 -5.7258 -2.1828 1.1755
C29 -7.6706 -1.8670 -0.1310
C30 -8.1561 -1.9336 -1.3782
C31 -7.3025 -2.3395 -2.5617
O11 -7.8638 -2.3718 -3.6445
O12 -9.4117 -1.6638 -1.7038
O13 -4.1490 -2.7815 -0.7849
H25 -5.3015 -2.9054 -3.2000
H26 -8.2759 -1.5881 0.7199
H27 -9.4730 -1.8076 -2.6706
H28 -4.0802 -2.6472 0.1838
C32 -7.1211 3.8449 -3.5107
C33 -6.7271 2.5712 -3.6524
C34 -5.9918 1.8335 -2.5568
O14 -5.6745 0.6778 -2.7846
C35 -5.6996 2.5188 -1.3205
C36 -6.0872 3.7937 -1.1758
C37 -6.8313 4.5337 -2.2694
O15 -7.1445 5.6852 -2.0267
O16 -5.8702 4.5212 -0.0932
O17 -6.9362 1.8424 -4.7382
H29 -7.6484 4.3833 -4.2853
H30 -5.1705 1.9603 -0.5626
H31 -6.2663 5.3986 -0.2699
H32 -6.5543 0.9601 -4.5545
C38 1.3100 -7.9628 -3.9740
C39 1.3879 -6.6671 -4.3107
C40 1.8878 -5.6074 -3.3505
O18 1.9253 -4.4643 -3.7711
C41 2.2803 -6.0085 -2.0183
C42 2.2005 -7.3033 -1.6816
C43 1.7157 -8.3656 -2.6442
O19 1.7000 -9.5086 -2.2252
O20 2.5386 -7.7700 -0.4889
O21 1.0454 -6.1874 -5.4960
H33 0.9561 -8.7232 -4.6555
H34 2.6346 -5.2502 -1.3352
H35 2.3852 -8.7362 -0.5074
H36 1.2104 -5.2237 -5.4581

Mulliken atomic charge list, values in e, 5 entries: -0.62, -0.11, 1.77, -1.50, -0.17

=====

# 3
A 2-piece molecular cluster, C6H13NO overall at a distorted geometry. Source: the OMol25 dataset; level of theory: the ωB97M-V functional and the def2-TZVPD basis.

Summary:
energy = -366.34516 hartree
highest occupied orbital energy = -8.45 eV
lowest unoccupied orbital energy = 1.1 eV
largest force on an atom = 2.7 eV/Å

Atoms and positions in Å:
C1 -0.7949 0.4822 2.9171
C2 -0.1433 -0.5704 2.0363
C3 -0.4533 -0.7496 0.7203
N1 0.1569 -1.6549 -0.1769
C4 0.6893 -0.9958 -1.3852
C5 -0.1712 0.9720 -2.6836
C6 -0.3706 -0.2157 -2.1058
H1 -0.0444 1.1420 3.3404
H2 -1.3452 -0.0107 3.7713
H3 -1.5182 1.0661 2.3591
H4 0.6443 -1.2037 2.4531
H5 -1.2934 -0.1544 0.2849
H6 0.8315 -2.1467 0.3108
H7 1.5005 -0.3170 -1.1551
H8 1.1299 -1.8427 -2.0480
H9 0.7841 1.4766 -2.6457
H10 -0.9506 1.4726 -3.1329
H11 -1.2772 -0.7541 -2.1806
H12 0.2566 1.7033 -0.4157
H13 0.7906 1.3022 0.8941
O1 0.8571 2.0393 0.3010

Mulliken atomic charge list, values in e, 5 entries: -1.11, -0.33, -0.29, -0.36, -0.38

=====

# 4
C16H46BN8O10Pd as an isolated structure at a distorted geometry. Source: the OMol25 dataset; level of theory: the ωB97M-V functional and the def2-TZVPD basis.

Summary:
expectation value of S² = 2.010
energy = -1980.18621 hartree
total charge = -1
highest occupied orbital energy (spin up / spin down) = -3.87 / -3.72 eV
spin multiplicity = 3
lowest unoccupied orbital energy (spin up / spin down) = 2.2 / 2.2 eV
largest force on an atom = 8.4 eV/Å

Atoms and positions in Å:
Pd1 15.3575 -4.3899 23.9547
B1 17.2300 -4.2051 22.8649
H1 17.3093 -4.0738 23.9330
H2 16.7989 -5.1852 22.7313
H3 16.6023 -3.4772 22.3747
H4 18.1682 -4.0958 22.3433
C1 15.0979 -6.8688 24.8891
O1 14.1609 -6.0652 24.7160
O2 16.2031 -6.4228 24.8900
O3 14.9166 -8.0457 24.9376
C2 15.8916 -3.2266 27.1125
O4 14.9197 -3.1424 26.0006
C3 14.0895 -2.0218 25.7403
C4 13.4177 -2.0543 24.3480
N1 14.2322 -2.5256 23.2283
C5 13.5643 -2.6360 21.9234
C6 13.0940 -4.0408 21.6618
O5 14.2911 -4.8874 21.6964
C7 14.6551 -5.5235 20.4287
H5 15.2618 -3.0199 27.9778
H6 16.4273 -2.2782 27.0715
H7 16.4483 -4.1519 27.2610
H8 14.5999 -1.0728 25.9045
H9 13.2556 -2.1004 26.4378
H10 13.0826 -1.0677 24.0280
H11 12.4655 -2.5720 24.4638
H12 14.8124 -1.7168 23.0569
H13 14.1980 -2.2270 21.1365
H14 12.7838 -1.8953 21.7492
H15 12.5995 -4.1092 20.6929
H16 12.4353 -4.4001 22.4525
H17 14.7974 -4.9011 19.5452
H18 13.9980 -6.3885 20.3388
H19 15.6159 -5.9942 20.6368
C8 25.3603 1.3478 16.5489
O6 25.9852 0.1659 17.1247
C9 25.4085 -1.1000 16.9949
C10 25.3524 -1.8052 18.4002
N2 24.0608 -1.7524 19.0922
C11 24.1811 -2.3644 20.4214
C12 22.8993 -3.0277 20.9710
O7 22.3821 -3.9650 20.0220
C13 21.3374 -4.7243 20.4975
H20 24.2855 1.1811 16.4782
H21 25.6333 1.5370 15.5108
H22 25.6152 2.2621 17.0849
H23 25.6730 -1.7300 16.1456
H24 24.3817 -1.0556 16.6317
H25 26.1026 -1.3946 19.0759
H26 25.6069 -2.8390 18.1668
H27 23.3078 -2.3366 18.7578
H28 24.5485 -1.6091 21.1162
H29 24.9775 -3.1054 20.3531
H30 22.1024 -2.2842 20.9838
H31 22.9458 -3.4114 21.9901
H32 21.5671 -5.5100 21.2173
H33 21.0114 -5.2020 19.5736
H34 20.5289 -4.1279 20.9205
C14 20.3561 -1.9211 24.7487
O8 20.8660 -0.9159 25.2526
N3 19.9465 -2.9112 25.4334
N4 20.5544 -2.2661 23.5068
H35 20.1695 -3.1421 26.3910
H36 19.5007 -3.5801 24.8218
H37 20.8782 -1.4813 22.9596
H38 20.0469 -3.0108 23.0509
C15 17.0781 -0.0717 22.7736
O9 15.9626 -0.3288 23.0517
N5 17.5992 1.1043 22.4980
N6 17.9958 -0.9655 22.6364
H39 16.9652 1.8768 22.3519
H40 18.6006 1.0640 22.3735
H41 18.9274 -0.7137 22.3383
H42 17.6209 -1.8978 22.5349
C16 20.4334 -7.0573 24.0140
O10 20.2058 -7.1713 25.2298
N7 21.2917 -7.7610 23.3325
N8 19.6955 -6.3102 23.2097
H43 21.4113 -7.6549 22.3352
H44 21.7626 -8.4215 23.9343
H45 18.8366 -5.8425 23.4619
H46 19.6037 -6.4451 22.2130

Mulliken atomic charge list, values in e, 5 entries: -0.87, 3.14, -0.29, -0.33, -0.48